{
  "formula": "C6H4Br2N2",
  "method": "ωB97M-V/def2-TZVPD",
  "symbols": ["N", "H", "Br", "C", "H", "C", "C", "C", "C", "N", "Br", "C", "H", "H"],
  "xyz": [[-1.33, 1.81, -1.91], [-0.24, -0.57, 2.42], [2.58, 1.31, -1.11], [-0.91, -1.15, 0.57], [-1.35, 0.69, 1.65], [-0.74, 0.83, -1.77], [0.14, -0.29, -1.35], [-0.47, -0.08, 1.46], [1.17, 0.47, -0.27], [-0.66, -1.28, -0.62], [0.93, -1.35, -2.71], [0.81, 0.59, 0.99], [-1.59, -1.84, 0.97], [1.67, 0.85, 1.67]],
  "spin_multiplicity": 3,
  "homo_lumo_gap_ev": [4.7, 4.5],
  "homo_ev": [-4.8789, -8.9637],
  "total_energy_ev": -149343.95983,
  "de_lowest_ev": 1.4959
}